Molecular formula: C53H59N6O11STaTe
Method: DFT, ωB97M-V/def2-TZVPD

```
132
Properties=species:S:1:pos:R:3:forces:R:3
Ta -0.19650 -0.74015 0.62416 -0.7 -2.1 -2.3
C -3.68280 0.60375 -5.35774 0.0 0.2 0.1
C -3.10790 1.91825 -4.80874 0.0 0.0 -0.1
C -4.16270 3.01745 -4.93734 0.2 -0.2 0.0
C -1.87040 2.32565 -5.62194 -0.2 0.0 0.1
C -2.66930 1.69385 -3.37314 -0.1 0.1 0.3
C -1.73630 0.69785 -3.12574 0.2 -0.2 0.4
C -1.29690 0.46305 -1.83244 -1.0 1.1 0.2
N -0.39290 -0.48455 -1.40424 0.2 -0.1 1.8
C 0.36810 -1.26815 -2.22724 1.2 -1.8 -0.1
C 0.77400 -1.07555 -3.54474 -0.2 0.1 0.3
C 1.47260 -2.07285 -4.20974 0.0 -0.4 0.3
C 1.67870 -3.28945 -3.54434 0.0 0.4 -0.2
C 1.38160 -3.49545 -2.20514 -0.1 0.2 0.7
C 0.83470 -2.40825 -1.50064 0.0 0.5 -2.8
O 0.68890 -2.27325 -0.18994 -0.3 0.4 1.1
C 1.65160 -4.81435 -1.50114 0.0 0.0 0.1
C 0.39790 -5.24805 -0.72234 0.1 0.1 -0.1
C 2.02850 -5.92405 -2.48454 -0.1 0.2 0.2
C 2.80680 -4.59615 -0.51814 -0.1 -0.1 -0.1
C 1.96550 -1.82055 -5.62424 0.0 0.2 -0.3
C 2.76870 -2.98215 -6.21334 -0.2 0.2 0.1
C 2.88630 -0.58945 -5.61404 -0.1 -0.2 0.0
C 0.76020 -1.55725 -6.54204 0.2 -0.1 0.1
C -1.87100 1.15645 -0.73704 -0.6 0.5 -2.3
O -1.43010 0.69165 0.45806 -0.3 0.1 0.4
C -2.78560 2.18665 -0.96874 0.3 -0.3 0.5
C -3.13530 2.44105 -2.29484 0.0 -0.2 -0.3
C -3.28940 3.07975 0.15576 0.1 0.0 0.0
C -2.13880 4.03965 0.48916 -0.2 0.0 0.0
C -3.68450 2.27095 1.39656 0.2 0.1 -0.1
C -4.51230 3.91025 -0.25044 0.2 -0.1 0.1
H -4.02690 0.74925 -6.37694 -0.1 0.0 -0.2
H -4.52590 0.27495 -4.75474 -0.1 -0.1 0.0
H -2.93910 -0.18835 -5.36824 0.1 -0.1 0.0
H -4.45720 3.11535 -5.97824 0.0 0.0 -0.1
H -3.76630 3.97745 -4.61554 0.0 0.2 0.1
H -5.05410 2.78025 -4.36194 -0.1 0.0 0.1
H -2.14790 2.51845 -6.65354 0.0 0.0 -0.2
H -1.11740 1.54275 -5.61644 0.1 -0.1 0.0
H -1.42880 3.22935 -5.20904 0.1 0.1 0.0
H -1.39360 0.07545 -3.93084 0.1 0.0 -0.1
H 0.58260 -0.13235 -4.02454 -0.1 0.1 -0.1
H 2.12510 -4.09745 -4.09304 0.1 -0.1 -0.1
H -0.44580 -5.38645 -1.39504 -0.1 0.0 -0.1
H 0.12260 -4.51135 0.03236 0.0 0.0 0.0
H 0.59120 -6.19185 -0.21784 0.0 -0.1 0.1
H 1.26040 -6.05495 -3.24244 -0.1 0.0 -0.1
H 2.13230 -6.86125 -1.94614 0.0 -0.1 0.1
H 2.97810 -5.71835 -2.97124 0.1 0.0 -0.1
H 2.58580 -3.75335 0.13166 0.0 0.0 0.0
H 3.72610 -4.39855 -1.06094 0.2 0.1 -0.1
H 2.95500 -5.48475 0.08896 0.1 -0.2 0.2
H 3.65590 -3.19225 -5.62264 0.1 -0.1 0.1
H 3.09870 -2.70235 -7.21034 0.0 0.0 -0.1
H 2.17300 -3.88505 -6.30884 -0.1 -0.2 0.0
H 3.72800 -0.75705 -4.94514 0.1 0.0 0.1
H 2.36400 0.31005 -5.30044 -0.1 0.1 0.0
H 3.27330 -0.42535 -6.61654 0.1 0.1 -0.1
H 0.09480 -2.41855 -6.55424 -0.1 0.0 0.0
H 1.11030 -1.38055 -7.55614 0.0 0.0 -0.1
H 0.19660 -0.68315 -6.22524 -0.1 0.1 0.0
H -3.81980 3.24385 -2.49284 -0.2 0.1 0.0
H -1.25380 3.48605 0.84146 -0.1 0.2 -0.3
H -2.44330 4.74025 1.26236 0.1 0.1 0.1
H -1.84620 4.59985 -0.39624 0.1 0.0 -0.1
H -2.81980 1.76925 1.84876 -0.5 0.0 -0.1
H -4.42680 1.51975 1.13476 0.0 -0.1 0.0
H -4.11620 2.94335 2.13316 0.0 0.0 0.1
H -4.26620 4.65555 -1.00044 0.0 0.1 -0.1
H -4.88690 4.44265 0.61966 0.0 0.1 0.1
H -5.30810 3.27125 -0.62434 -0.1 0.0 -0.1
S -3.49940 -3.52845 2.46036 0.4 0.3 -0.3
C -4.12780 -2.60355 1.16296 0.3 0.0 0.0
C -3.14320 -1.87855 0.57956 -0.7 0.1 -0.2
N -1.91320 -2.03225 1.15556 0.3 0.1 0.4
C -1.96090 -2.88625 2.15806 -0.1 -0.3 0.3
H -5.16380 -2.64405 0.89646 -0.2 0.0 -0.1
H -3.25240 -1.22365 -0.26954 -0.1 0.1 -0.1
H -1.08480 -3.17205 2.71746 0.0 0.0 0.1
O 6.95360 -1.56215 0.52776 0.3 0.4 -0.3
N 6.40490 -2.27245 1.32986 -0.3 0.1 0.0
O 6.88380 -3.19785 1.92706 0.3 -0.4 0.3
C 4.98730 -1.99305 1.57966 -0.8 0.6 -0.1
C 4.43640 -0.81495 1.11316 0.5 -0.3 0.0
C 3.06680 -0.59085 1.26116 0.3 -1.2 0.6
C 2.22280 -1.53895 1.92706 0.9 -0.3 0.0
O 0.96920 -1.31575 2.11366 0.0 -0.1 0.2
C 2.85880 -2.71375 2.40836 0.7 0.9 -0.6
C 4.21670 -2.93585 2.24596 -0.5 0.0 0.2
N 2.07230 -3.70395 3.08886 -0.4 -0.5 0.2
O 2.62790 -4.68395 3.50516 0.3 -0.3 0.1
O 0.87170 -3.50205 3.20086 -0.1 -0.2 0.3
N 2.55180 0.60975 0.79896 0.0 1.8 -0.7
O 1.26310 0.73715 0.65466 1.8 0.5 -0.2
O 3.26230 1.56035 0.52176 -1.0 -1.4 0.3
H 5.06630 -0.07545 0.63266 -0.1 -0.1 -0.1
H 4.66160 -3.84135 2.64056 0.0 0.0 -0.1
Te -0.38330 2.01935 2.68596 0.3 2.1 2.8
C -1.58420 3.50265 3.69006 0.0 0.1 0.0
C -2.73160 3.23005 4.42186 0.1 -0.4 -0.1
C -3.35780 4.25105 5.12346 0.1 0.1 0.0
C -2.85000 5.53945 5.08246 0.0 -0.1 0.0
C -1.71980 5.81925 4.32806 0.0 0.0 -0.1
C -1.08440 4.80295 3.63576 0.2 -0.3 -0.2
C 1.27280 2.82695 3.79636 0.2 0.1 -0.3
C 2.48030 3.00665 3.13066 -0.3 0.0 -0.2
C 3.61550 3.33345 3.85886 0.0 0.0 0.0
C 3.54310 3.48455 5.23416 0.1 0.0 -0.1
C 2.32610 3.34565 5.88676 0.0 -0.1 0.0
C 1.19090 3.00275 5.17476 -0.3 0.0 -0.2
H -3.13760 2.22955 4.46036 0.0 0.0 0.0
H -4.24290 4.03595 5.70426 0.0 0.0 0.0
H -3.33460 6.32675 5.63716 -0.1 0.1 0.1
H -1.32790 6.82535 4.28726 0.0 0.0 0.0
H -0.19490 5.01235 3.05296 0.0 0.2 0.1
H 2.54560 2.92765 2.04986 0.0 0.0 0.2
H 4.55550 3.45875 3.34176 0.1 0.1 0.0
H 4.43380 3.72345 5.79556 0.0 0.0 0.0
H 2.26310 3.49665 6.95316 0.0 0.0 0.1
H 0.24550 2.86955 5.68286 -0.1 0.1 0.1
O -1.43820 0.65555 3.89436 -0.6 0.7 -0.5
C -0.48840 0.01545 4.46606 1.2 -0.7 0.6
C -0.59870 -0.91695 5.62026 -0.1 -0.1 0.2
C 0.86810 -1.30245 5.84056 0.1 -0.2 0.2
C 1.62630 -0.59395 4.72896 -0.1 0.0 0.3
O 2.78070 -0.69685 4.43086 0.2 0.0 0.1
N 0.71230 0.21925 4.03446 -0.7 0.1 0.1
H -1.23140 -1.77255 5.38486 -0.1 0.0 0.0
H -1.05270 -0.40195 6.46946 0.0 0.0 0.0
H 1.03730 -2.37785 5.78106 0.0 0.0 0.0
H 1.26440 -0.97325 6.80376 -0.1 0.0 -0.1
```
Forces are in eV/Å.

Values from the calculation:
Gap between HOMO and LUMO = 4.74 eV
Total energy = -107042.744 eV
Net charge = +2
E_HOMO = -12.0742 eV

natural (NBO) atomic charge list, values in e, 99 entries: Ta 2.418; C -0.594; C -0.084; C -0.607; C -0.591; C 0.041; C -0.201; C 0.068; N -0.631; C 0.069; C -0.280; C 0.139; C -0.267; C 0.053; C 0.294; O -0.735; C -0.100; C -0.598; C -0.607; C -0.604; C -0.105; C -0.608; C -0.594; C -0.595; C 0.260; O -0.799; C 0.044; C -0.249; C -0.109; C -0.559; C -0.579; C -0.599; H 0.224; H 0.212; H 0.203; H 0.229; H 0.210; H 0.211; H 0.224; H 0.198; H 0.213; H 0.227; H 0.225; H 0.234; H 0.217; H 0.196; H 0.219; H 0.219; H 0.225; H 0.214; H 0.188; H 0.218; H 0.219; H 0.213; H 0.226; H 0.213; H 0.211; H 0.201; H 0.222; H 0.215; H 0.222; H 0.197; H 0.232; H 0.145; H 0.222; H 0.236; H 0.164; H 0.224; H 0.222; H 0.219; H 0.220; H 0.224; S 0.589; C -0.404; C -0.028; N -0.590; C -0.135; H 0.275; H 0.249; H 0.277; O -0.342; N 0.534; O -0.329; C -0.006; C -0.076; C -0.033; C 0.485; O -0.739; C -0.058; C -0.044; N 0.549; O -0.311; O -0.431; N 0.529; O -0.531; O -0.258; H 0.292; H 0.304; Te 1.782